Molecular formula: C5H9NO
Method: DFT, the ωB97M-V functional and the def2-TZVPD basis

Geometry as XYZ:
```
16
Properties=species:S:1:pos:R:3:forces:R:3:nbo_charge:R:1
C 0.539 1.174 -1.899 1.5 0.8 -0.1 -0.380
C 0.847 0.146 -1.114 -1.0 -1.2 -1.4 -0.221
C -0.177 -0.879 -0.700 -0.4 0.1 0.4 -0.441
C -1.147 -0.479 0.455 0.3 -0.9 -0.6 -0.499
C -0.469 -0.280 1.794 0.5 0.3 -0.3 0.671
N 0.556 0.629 1.832 -1.5 -1.0 0.1 -0.846
O -0.748 -0.941 2.772 -0.2 -0.2 0.2 -0.616
H 1.343 1.888 -2.078 0.0 -0.2 -0.4 0.193
H -0.344 1.381 -2.482 -0.7 -0.1 0.7 0.203
H 1.879 -0.184 -1.078 0.2 0.7 0.9 0.218
H -0.821 -1.173 -1.533 0.1 0.3 -0.2 0.219
H 0.269 -1.819 -0.377 0.4 0.1 0.0 0.214
H -1.857 0.300 0.187 0.2 0.3 0.0 0.226
H -1.703 -1.403 0.543 -0.6 0.0 0.5 0.235
H 0.776 1.100 0.979 0.7 0.4 0.2 0.409
H 1.056 0.541 2.698 0.6 0.7 -0.2 0.412
```
Positions in Å, forces in eV/Å.

## Properties
**HOMO level**: -9.6 eV
**SMILES string**: C=CCCC(N)=O
**Calculated total energy**: -325.88621 hartree
**Lowest unoccupied orbital energy**: 0.955 eV
**Energy above the lowest of the compared OMol25 structures with the same formula, charge and spin**: 32.22 kcal per mole

Molecular formula: C8H10GdO8P
Method: DFT, the ωB97M-V functional and the def2-TZVPD basis

Geometry as XYZ:
```
28
Properties=species:S:1:pos:R:3:forces:R:3:lowdin_spin:R:1
O -0.271 2.520 -4.166 0.4 -2.1 1.1 0.069
C -0.087 1.649 -3.390 -0.5 1.5 -1.3 0.090
Gd 0.067 0.423 -1.432 1.2 -0.5 0.3 6.789
O -0.123 3.908 -0.362 0.0 -4.1 -2.3 0.005
C -0.127 2.861 -0.852 0.0 5.5 3.3 -0.010
C -0.102 -0.119 -3.920 -0.1 -1.5 0.2 0.037
O -0.191 -1.085 -3.119 0.1 2.0 -2.2 0.060
C 2.585 1.292 -2.266 4.4 -0.4 -1.4 -0.012
O 3.667 1.291 -2.661 -4.2 0.2 1.5 0.002
C -2.269 1.161 -1.711 -6.5 -0.5 -2.1 -0.011
O -3.351 1.076 -2.123 4.9 0.7 1.9 0.004
H -0.028 -0.240 -5.003 -0.1 -0.4 -0.2 0.013
C 0.944 -3.351 2.100 0.1 -0.9 -0.1 0.000
O 0.781 -1.896 2.183 -2.7 0.6 -2.2 -0.005
P -0.299 -1.161 1.035 2.2 1.0 3.7 -0.011
O -1.107 0.097 1.840 0.5 -2.0 -1.2 -0.001
C -2.528 0.049 2.237 0.0 0.1 0.7 0.000
O 0.972 -0.016 0.543 -0.9 -0.7 0.7 -0.018
C 1.650 0.545 1.704 0.7 0.5 0.8 -0.001
H 1.929 -3.613 1.645 -0.8 0.5 0.1 0.000
H 0.109 -3.831 1.546 0.6 0.3 0.2 0.000
H 0.943 -3.778 3.113 -0.1 0.5 -0.2 0.000
H -3.190 -0.141 1.378 0.4 0.0 0.2 0.000
H -2.677 -0.715 3.029 0.1 0.5 -0.6 0.000
H -2.751 1.057 2.658 0.3 -0.8 -0.4 0.000
H 1.646 1.642 1.660 -0.1 -0.4 -0.2 0.000
H 1.133 0.204 2.604 0.3 0.4 -0.2 0.000
H 2.676 0.173 1.731 -0.2 0.0 -0.1 0.000
```
Positions in Å, forces in eV/Å.

## Properties
**Spin multiplicity**: 8
**Total charge**: +2
**HOMO level (alpha / beta)**: -16.1 / -15.8 eV
**Calculated total energy**: -2019.05453 hartree
**Expectation value of S²**: 16.124
**Lowest unoccupied orbital energy (alpha / beta)**: -9.162 / -9.622 eV
**Energy above the lowest of the compared OMol25 structures with the same formula, charge and spin**: 0.00 kcal per mole